{
  "formula": "C18H21BFeN9O5",
  "method": "ωB97M-V/def2-TZVPD",
  "multiplicity": 2,
  "relative_energy_kj_mol": 0.0,
  "s_squared": 0.773,
  "e_homo_ev": [-8.184, -8.180],
  "orbital_gap_ev": [7.897, 7.385],
  "species": ["Fe", "O", "C", "C", "N", "C", "C", "O", "O", "C", "C", "O", "O", "H", "H", "H", "H", "H", "H", "H", "H", "H", "C", "C", "N", "N", "C", "B", "N", "C", "C", "C", "N", "N", "C", "C", "C", "N", "N", "C", "C", "C", "N", "H", "H", "H", "H", "H", "H", "H", "H", "H", "H", "H", "H"],
  "coordinates": [[0.524, 0.414, -0.440], [0.369, 1.017, -2.460], [1.284, 0.801, -3.551], [2.585, 1.555, -3.324], [3.288, 1.062, -2.177], [3.717, 1.918, -1.105], [2.629, 2.504, -0.190], [2.921, 3.339, 0.634], [1.388, 2.090, -0.386], [3.728, -0.304, -2.180], [3.066, -1.199, -1.132], [3.540, -2.288, -0.878], [2.014, -0.739, -0.511], [0.486, 1.954, -2.219], [1.447, -0.273, -3.595], [0.800, 1.114, -4.479], [3.168, 1.501, -4.259], [2.360, 2.613, -3.167], [4.363, 1.335, -0.446], [4.322, 2.769, -1.441], [3.502, -0.754, -3.148], [4.810, -0.409, -2.048], [1.068, 0.459, 3.641], [1.512, 0.597, 2.329], [0.564, 0.199, 1.488], [-0.503, -0.184, 2.229], [-0.216, -0.036, 3.532], [-1.742, -0.588, 1.403], [-1.272, -1.655, 0.385], [-1.360, -2.987, 0.456], [-0.697, -3.522, -0.636], [-0.210, -2.416, -1.323], [-0.582, -1.288, -0.718], [-2.158, 0.677, 0.590], [-3.277, 1.417, 0.614], [-3.145, 2.445, -0.299], [-1.879, 2.257, -0.852], [-1.298, 1.190, -0.315], [-2.911, -1.121, 2.204], [-4.105, -1.507, 1.684], [-4.811, -2.138, 2.675], [-3.944, -2.107, 3.785], [-2.803, -1.507, 3.499], [1.607, 0.688, 4.543], [2.454, 0.961, 1.961], [-0.942, -0.312, 4.276], [-1.891, -3.462, 1.267], [-0.577, -4.561, -0.890], [0.377, -2.382, -2.228], [-4.082, 1.171, 1.286], [-3.857, 3.217, -0.527], [-1.373, 2.846, -1.598], [-4.354, -1.316, 0.652], [-5.798, -2.561, 2.610], [-4.105, -2.497, 4.779]],
  "atomic_forces_ev_per_a": [[0.2, -0.3, -1.0], [-0.1, 0.1, 0.0], [0.0, 0.0, 0.2], [0.0, -0.1, 0.0], [0.1, -0.1, 0.1], [-0.1, -0.1, -0.1], [-0.5, -0.2, 0.0], [0.1, 0.0, -0.1], [0.0, 0.2, 0.2], [0.0, 0.0, 0.0], [-0.2, 0.1, 0.4], [0.0, 0.1, -0.2], [-0.1, 0.1, 0.1], [0.0, -0.2, 0.1], [0.0, 0.0, -0.1], [0.0, 0.0, 0.0], [0.1, 0.0, 0.1], [0.0, 0.0, 0.0], [0.1, 0.0, 0.0], [0.0, 0.0, 0.0], [0.1, 0.0, -0.1], [0.0, 0.0, 0.0], [0.0, 0.0, 0.0], [0.0, -0.1, -0.1], [-0.1, 0.1, 0.2], [-0.1, -0.1, -0.2], [0.0, 0.0, 0.1], [0.1, 0.1, 0.2], [-0.3, 0.1, -0.1], [0.0, 0.0, -0.1], [0.0, 0.0, 0.0], [-0.1, 0.0, -0.2], [0.6, -0.1, 0.7], [0.0, -0.1, -0.2], [0.0, 0.0, 0.1], [0.1, 0.0, 0.0], [0.0, 0.0, 0.0], [0.1, 0.4, 0.2], [0.1, 0.0, -0.1], [0.0, 0.0, 0.0], [0.0, 0.0, 0.0], [0.0, 0.0, 0.0], [-0.1, 0.0, -0.1], [0.0, 0.0, 0.0], [0.0, 0.0, 0.0], [0.0, 0.0, 0.0], [0.0, 0.0, 0.0], [0.0, 0.0, 0.0], [0.0, 0.0, 0.1], [0.0, 0.0, 0.0], [0.0, 0.0, 0.0], [0.0, 0.0, 0.0], [0.0, 0.0, 0.0], [0.0, 0.0, 0.0], [0.0, 0.0, 0.0]],
  "nbo_charge": [1.29, -0.70, -0.07, -0.22, -0.48, -0.33, 0.79, -0.61, -0.79, -0.33, 0.78, -0.62, -0.76, 0.50, 0.19, 0.19, 0.19, 0.20, 0.23, 0.21, 0.21, 0.22, -0.35, 0.04, -0.27, -0.33, 0.03, 0.92, -0.33, 0.02, -0.33, 0.03, -0.31, -0.32, 0.02, -0.34, 0.02, -0.28, -0.38, -0.04, -0.35, -0.05, -0.28, 0.24, 0.23, 0.26, 0.24, 0.24, 0.22, 0.24, 0.24, 0.21, 0.23, 0.23, 0.21]
}

=====

{
  "formula": "C15H18CuFN2S4Si",
  "method": "ωB97M-V/def2-TZVPD",
  "multiplicity": 2,
  "relative_energy_kj_mol": 36.1,
  "s_squared": 0.757,
  "e_homo_ev": [-4.382, -4.381],
  "orbital_gap_ev": [7.077, 5.985],
  "total_charge": -1,
  "species": ["Cu", "S", "C", "S", "S", "C", "Si", "C", "C", "N", "C", "C", "C", "C", "C", "C", "F", "H", "H", "H", "H", "H", "H", "H", "H", "H", "H", "H", "H", "H", "S", "C", "N", "C", "C", "C", "C", "H", "H", "H", "H", "H"],
  "coordinates": [[-1.350, 1.625, -0.170], [-2.329, 4.787, 3.218], [-1.858, 3.626, 2.086], [-2.801, 2.992, 0.851], [-0.272, 3.209, 2.492], [-0.711, -0.751, 2.531], [-1.473, -1.284, 0.903], [-1.159, -3.138, 0.705], [-3.327, -1.070, 1.093], [-0.897, -0.340, -0.408], [-0.462, -0.816, -1.629], [0.503, -1.824, -1.794], [0.948, -2.233, -3.043], [0.458, -1.641, -4.197], [-0.496, -0.637, -4.079], [-0.931, -0.256, -2.830], [-1.891, 0.694, -2.764], [-1.181, -1.299, 3.353], [-0.863, 0.318, 2.704], [0.365, -0.942, 2.584], [-1.758, -3.683, 1.440], [-0.112, -3.406, 0.869], [-1.442, -3.490, -0.289], [-3.707, -1.600, 1.972], [-3.853, -1.446, 0.212], [-3.567, -0.010, 1.201], [0.916, -2.279, -0.901], [1.697, -3.014, -3.111], [0.810, -1.948, -5.173], [-0.917, -0.142, -4.944], [0.514, 2.827, -1.248], [1.703, 2.213, -0.226], [1.610, 0.945, 0.264], [2.531, 0.369, 1.061], [3.652, 1.041, 1.437], [3.795, 2.372, 0.987], [2.854, 2.941, 0.184], [0.710, 0.447, 0.077], [2.309, -0.642, 1.369], [4.385, 0.572, 2.075], [4.659, 2.949, 1.292], [2.940, 3.963, -0.154]],
  "atomic_forces_ev_per_a": [[-0.1, -0.1, -0.2], [0.0, 0.1, 0.0], [0.0, -0.1, 0.0], [0.0, 0.1, 0.1], [0.0, 0.0, 0.0], [0.1, 0.1, 0.0], [-0.2, 0.0, -0.1], [0.0, 0.0, 0.0], [0.0, 0.0, 0.0], [0.3, 0.0, 0.3], [-0.1, 0.2, 0.0], [0.1, 0.0, 0.0], [0.0, 0.0, 0.0], [0.0, 0.0, 0.0], [0.0, 0.0, 0.0], [0.0, -0.1, -0.1], [0.0, 0.1, 0.0], [0.0, 0.0, 0.0], [0.0, 0.0, 0.0], [0.0, 0.0, 0.0], [0.0, 0.0, 0.0], [0.0, 0.0, 0.0], [0.0, 0.0, 0.0], [0.0, 0.0, 0.0], [0.0, 0.0, 0.0], [0.0, 0.0, 0.0], [0.0, 0.0, 0.0], [0.0, 0.0, 0.0], [0.0, 0.0, 0.0], [0.0, 0.0, 0.0], [0.0, 0.0, 0.1], [0.0, -0.1, -0.1], [0.0, 0.1, 0.1], [0.0, 0.1, 0.0], [0.0, -0.1, 0.0], [0.0, 0.0, 0.0], [0.1, 0.0, 0.0], [0.0, -0.2, -0.1], [0.0, 0.0, 0.0], [0.0, 0.0, 0.0], [0.0, 0.0, 0.0], [0.0, 0.0, 0.0]],
  "nbo_charge": [0.72, -0.02, -0.56, -0.22, -0.04, -1.14, 1.83, -1.13, -1.14, -1.32, 0.10, -0.26, -0.23, -0.26, -0.30, 0.42, -0.34, 0.23, 0.26, 0.21, 0.23, 0.22, 0.24, 0.22, 0.23, 0.25, 0.20, 0.20, 0.20, 0.21, -0.27, 0.10, -0.55, 0.07, -0.31, -0.15, -0.26, 0.48, 0.21, 0.22, 0.21, 0.23]
}

=====

{
  "formula": "C20H18Cl2MgN2O2S",
  "method": "ωB97M-V/def2-TZVPD",
  "e_homo_ev": -13.053,
  "orbital_gap_ev": 2.374,
  "total_charge": 2,
  "species": ["C", "C", "Cl", "C", "Cl", "C", "C", "C", "S", "O", "O", "C", "C", "C", "C", "C", "C", "C", "C", "C", "C", "C", "N", "C", "C", "N", "C", "H", "H", "H", "H", "H", "H", "H", "H", "H", "H", "H", "H", "H", "H", "H", "H", "H", "H", "Mg"],
  "coordinates": [[-1.681, 2.475, 3.687], [-2.182, 3.164, 2.457], [-2.998, 4.649, 2.729], [-2.063, 2.721, 1.193], [-2.744, 3.567, -0.143], [-1.336, 1.461, 0.919], [-2.002, 0.370, 0.383], [-3.470, 0.405, 0.063], [-4.482, 0.139, 1.531], [-3.666, -0.390, 2.584], [-5.202, 1.346, 1.781], [-1.273, -0.805, 0.137], [0.074, -0.867, 0.404], [0.867, -2.101, 0.104], [1.405, -2.030, -1.320], [0.483, -2.402, -2.335], [0.882, -2.353, -3.685], [2.162, -1.943, -3.977], [3.068, -1.573, -2.973], [4.448, -1.094, -3.300], [2.683, -1.617, -1.623], [0.781, 0.243, 0.942], [2.120, 0.111, 1.155], [2.670, 1.204, 1.611], [1.962, 2.399, 1.888], [0.681, 2.526, 1.688], [0.066, 1.418, 1.198], [-2.243, 2.862, 4.532], [-0.634, 2.699, 3.884], [-1.834, 1.400, 3.595], [-3.716, 1.354, -0.402], [-3.694, -0.366, -0.677], [-5.394, -0.789, 1.129], [-1.758, -1.687, -0.266], [0.229, -2.985, -0.006], [1.661, -2.249, 0.831], [-0.546, -2.676, -2.071], [0.153, -2.608, -4.442], [2.450, -1.878, -5.017], [5.193, -1.649, -2.734], [4.637, -1.091, -4.369], [4.507, -0.054, -2.968], [3.379, -1.340, -0.845], [3.740, 1.193, 1.783], [2.500, 3.264, 2.254], [0.118, -4.420, -1.311]],
  "atomic_forces_ev_per_a": [[-0.3, 0.1, 0.0], [-0.1, 0.5, -0.3], [0.0, -0.1, 0.1], [0.1, -0.2, 0.7], [0.2, 0.0, -0.1], [-0.4, 0.5, -0.2], [0.2, -0.2, -0.2], [0.6, -0.4, -0.5], [-0.4, 1.2, 0.6], [0.3, -0.7, -0.3], [-0.2, 0.0, -0.2], [0.4, 0.4, 0.1], [-0.1, -0.7, 0.1], [0.9, 0.9, -0.9], [-0.3, -0.2, 0.7], [0.9, -1.0, -0.2], [-0.3, -0.1, 0.3], [-0.3, 0.1, -0.3], [0.4, 0.1, 0.2], [-0.5, 0.3, 0.0], [-0.4, -0.2, -0.7], [-0.3, -0.7, -0.1], [-0.3, 0.7, 0.0], [0.7, -0.2, 0.2], [-0.2, 0.3, -0.1], [0.3, -0.3, -0.1], [-0.4, -0.1, 0.0], [-0.1, -0.2, 0.1], [0.1, 0.0, -0.1], [0.1, -0.1, 0.1], [-0.4, 0.1, 0.3], [-0.2, -0.1, 0.2], [0.3, -0.1, 0.0], [-0.3, 0.0, 0.1], [-1.0, -0.5, 1.4], [-0.1, -0.3, 0.1], [-0.5, 1.1, -0.2], [0.2, 0.0, -0.2], [0.1, 0.0, 0.0], [0.1, -0.1, -0.2], [0.2, -0.2, 0.0], [0.1, 0.0, 0.0], [-0.1, 0.1, 0.1], [0.0, -0.1, 0.1], [0.0, 0.0, 0.1], [0.7, 0.3, -0.3]],
  "nbo_charge": [-0.68, 0.07, 0.10, -0.16, 0.07, 0.05, 0.01, -0.71, 2.03, -0.93, -0.90, -0.16, -0.05, -0.36, 0.00, -0.48, -0.16, -0.16, 0.14, -0.66, -0.23, 0.18, -0.42, 0.05, 0.04, -0.32, 0.11, 0.26, 0.24, 0.24, 0.30, 0.24, 0.00, 0.18, 0.02, 0.29, 0.17, 0.25, 0.25, 0.26, 0.25, 0.26, 0.27, 0.22, 0.23, 1.62]
}

=====

{
  "formula": "C3H8N4O",
  "method": "ωB97M-V/def2-TZVPD",
  "relative_energy_kj_mol": 257.8,
  "e_homo_ev": -8.835,
  "orbital_gap_ev": 9.541,
  "species": ["H", "N", "C", "N", "N", "N", "C", "C", "O", "H", "H", "H", "H", "H", "H", "H"],
  "coordinates": [[-2.744, 1.924, -0.046], [-1.709, 1.790, -0.242], [-1.114, 0.714, 0.038], [-1.617, -0.485, 0.616], [-2.035, -1.647, -0.171], [0.247, 0.845, -0.185], [1.136, -0.217, -0.137], [2.584, 0.184, 0.198], [0.799, -1.397, -0.364], [-1.244, -0.843, 1.546], [-1.024, -1.896, -0.412], [-2.599, -1.367, -0.965], [0.504, 1.685, -0.672], [2.675, 0.685, 1.150], [3.046, 0.815, -0.573], [3.093, -0.790, 0.217]],
  "atomic_forces_ev_per_a": [[1.8, -1.1, -0.1], [-2.5, 0.9, -0.1], [-0.8, -0.2, 0.3], [-1.3, 0.1, 2.0], [3.3, 0.5, 0.7], [1.2, -1.8, 0.1], [0.1, -1.0, -0.8], [-0.3, -1.4, -0.8], [1.0, 2.3, 0.9], [-0.5, 1.1, -2.1], [-2.2, -0.6, -1.0], [0.3, 0.3, 0.0], [0.3, 0.4, 0.4], [-0.2, 0.1, 0.2], [-0.3, -0.1, 0.1], [0.2, 0.5, 0.1]],
  "nbo_charge": [0.37, -0.69, 0.56, -0.58, -0.66, -0.66, 0.71, -0.72, -0.61, 0.39, 0.39, 0.35, 0.43, 0.24, 0.24, 0.24]
}